Entry 1:
DFT (ωB97M-V/def2-TZVPD) results for a structure of composition C43H38GeN6O4V.

Positions of all 93 atoms, in Å:
V 0.080 -0.176 -0.359
C 1.722 2.344 0.694
N 0.323 1.954 0.448
C -0.583 2.063 1.611
C -0.710 0.733 2.286
N -0.390 -0.378 1.672
C -0.747 -1.419 2.523
C -0.646 -2.798 2.355
C -1.103 -3.586 3.391
C -1.650 -3.026 4.557
C -1.761 -1.661 4.728
C -1.294 -0.870 3.685
N -1.240 0.507 3.504
C 2.628 1.216 0.318
N 2.179 0.027 0.004
C 3.302 -0.756 -0.278
C 3.415 -2.099 -0.635
C 4.688 -2.587 -0.845
C 5.825 -1.779 -0.696
C 5.727 -0.454 -0.323
C 4.443 0.034 -0.119
N 3.974 1.287 0.262
H 1.867 2.588 1.750
H 1.981 3.239 0.125
H -0.074 2.519 -0.294
H -1.567 2.355 1.241
H -0.250 2.832 2.314
H -0.241 -3.217 1.443
H -1.050 -4.663 3.302
H -2.001 -3.684 5.341
H -2.193 -1.235 5.623
H -1.614 1.203 4.126
H 2.546 -2.734 -0.727
H 4.815 -3.624 -1.125
H 6.802 -2.209 -0.868
H 6.604 0.166 -0.196
H 4.534 2.097 0.466
O 0.467 -3.517 -2.444
C 0.376 -2.380 -2.059
O 0.148 -2.013 -0.816
C 0.536 -1.217 -3.010
C 0.685 -1.403 -4.370
C 0.802 -0.283 -5.178
C 0.765 0.975 -4.594
C 0.612 1.072 -3.224
N 0.510 -0.003 -2.443
H 0.697 -2.412 -4.759
H 0.912 -0.386 -6.249
H 0.836 1.873 -5.190
H 0.545 2.038 -2.741
O -2.455 1.491 -2.405
C -2.428 0.470 -1.756
O -1.671 0.347 -0.671
C -3.281 -0.744 -2.057
C -3.558 -1.691 -0.885
Ge -5.199 -1.372 0.164
C -5.560 -3.011 1.164
C -4.613 -3.453 2.090
C -4.822 -4.608 2.827
C -5.989 -5.341 2.650
C -6.941 -4.911 1.738
C -6.726 -3.753 1.001
C -6.631 -1.004 -1.109
C -7.315 0.210 -1.118
C -8.298 0.466 -2.064
C -8.611 -0.492 -3.017
C -7.937 -1.706 -3.024
C -6.954 -1.956 -2.078
C -5.137 0.066 1.499
C -4.057 0.922 1.703
C -4.108 1.902 2.689
C -5.228 2.033 3.495
C -6.306 1.178 3.312
C -6.255 0.207 2.323
H -2.715 -1.276 -2.832
H -4.191 -0.400 -2.552
H -2.692 -1.774 -0.228
H -3.716 -2.696 -1.285
H -3.699 -2.886 2.246
H -4.078 -4.938 3.541
H -6.155 -6.244 3.224
H -7.854 -5.477 1.601
H -7.482 -3.427 0.294
H -7.080 0.968 -0.378
H -8.821 1.414 -2.056
H -9.379 -0.294 -3.753
H -8.177 -2.457 -3.765
H -6.436 -2.910 -2.096
H -3.180 0.829 1.075
H -3.279 2.591 2.825
H -5.266 2.802 4.257
H -7.185 1.271 3.935
H -7.105 -0.455 2.193

Cartesian forces (eV/Å) of the 3 atoms listed first:
0.2 0.0 0.1
0.0 0.0 0.0
-0.1 0.0 0.0

- Energy: -144543.5174 eV
- ⟨S²⟩: 2.009
- Charge: +1
- LUMO energy (spin up / spin down): -2.635 / -2.594 eV
- Energy relative to the best compared isomer or geometry (same formula, charge and spin): 0.00 kJ/mol
- Spin multiplicity: 3
- HOMO level (spin up / spin down): -10.73 / -10.73 eV
- Frontier orbital gap (spin up / spin down): 8.094 / 8.136 eV

***

Entry 2:
DFT (ωB97M-V/def2-TZVPD) results for the ion C6H12F3N4O2 with charge +1 at a distorted geometry.

Positions of all 27 atoms, in Å:
C 1.462 -0.144 0.179
C 0.767 -1.121 0.830
C -1.300 -0.045 -1.149
C 0.882 1.095 -0.301
C -0.649 -1.028 1.102
C -0.050 0.805 -1.453
N 1.942 2.023 -0.719
N 0.167 1.715 0.786
N -1.368 -0.402 2.153
N -1.447 -2.302 0.692
O 2.728 -0.273 0.111
O -1.395 -1.175 -1.767
F 1.367 -2.366 1.065
F 0.720 0.099 -2.430
F -0.394 1.985 -1.980
H -2.193 0.396 -0.791
H 2.503 1.760 -1.539
H 1.567 2.955 -0.942
H 0.977 1.882 1.501
H -0.422 2.564 0.758
H -1.048 0.547 2.388
H -2.391 -0.378 1.953
H -1.648 -2.284 -0.269
H -2.288 -2.457 1.351
H -0.785 -3.102 0.854
H 3.165 0.703 0.086
H -0.870 -1.451 -2.472

Cartesian forces (eV/Å) of the 3 atoms listed first:
-1.1 -2.4 2.3
-0.6 0.0 -0.5
3.3 1.8 1.4

- Energy: -24613.7558 eV
- Charge: +1
- LUMO energy (spin up / spin down): -3.651 / -3.231 eV
- Energy relative to the best compared isomer or geometry (same formula, charge and spin): 169.54 kJ/mol
- HOMO level (spin up / spin down): -11.46 / -11.23 eV
- Frontier orbital gap (spin up / spin down): 7.811 / 7.995 eV

***

Entry 3:
DFT (ωB97M-V/def2-TZVPD) results for a cluster of 3 separate species, C5H12O3 in total at a distorted geometry.

Positions of all 20 atoms, in Å:
C 1.389 0.672 -2.154
C 0.952 0.154 -1.018
O 0.344 -1.099 -0.968
C 0.864 0.842 0.287
C -0.212 0.861 1.051
C -0.516 1.801 2.164
H 1.327 0.213 -3.129
H 1.696 1.699 -2.306
H 0.804 -1.665 -1.585
H 1.777 1.376 0.539
H -1.152 0.385 0.707
H -0.828 1.321 3.104
H 0.362 2.404 2.422
H -1.371 2.409 1.865
O 0.315 -1.991 2.260
H 0.235 -1.035 2.378
H 0.025 -2.224 1.374
O -2.408 -0.651 -1.832
H -1.948 -1.125 -1.131
H -1.650 -0.150 -2.141

Cartesian forces (eV/Å) of the 3 atoms listed first:
0.1 0.7 -0.8
-1.0 -0.5 0.4
0.4 0.2 0.3

- Energy: -11520.5213 eV
- SMILES string: C=C(O)/C=C/C.O.O
- Charge: 0
- LUMO energy: 0.518 eV
- Energy relative to the best compared isomer or geometry (same formula, charge and spin): 216.58 kJ/mol
- HOMO level: -9.38 eV
- Frontier orbital gap: 9.896 eV

***

Entry 4:
DFT (ωB97M-V/def2-TZVPD) results for a structure of composition C42H33CrFO3P2S.

Positions of all 83 atoms, in Å:
Cr -0.414 0.736 1.466
O 0.295 1.710 3.207
S -0.925 2.529 3.467
O -1.281 2.641 4.847
O -1.955 2.024 2.546
C -0.486 4.171 2.909
C -0.549 5.194 3.845
C -0.189 6.482 3.487
C 0.241 6.746 2.194
C 0.301 5.721 1.264
C -0.065 4.419 1.600
P 0.004 3.095 0.329
C -1.142 3.704 -0.944
C -1.039 3.175 -2.232
C -1.980 3.492 -3.197
C -3.044 4.326 -2.883
C -3.161 4.842 -1.601
C -2.215 4.533 -0.633
C 1.660 3.318 -0.398
C 1.972 4.231 -1.404
C 3.274 4.335 -1.870
C 4.275 3.533 -1.336
C 3.973 2.618 -0.338
C 2.668 2.508 0.121
H -0.878 4.962 4.848
H -0.240 7.277 4.220
H 0.529 7.749 1.906
H 0.635 5.937 0.256
H -0.226 2.500 -2.474
H -1.891 3.074 -4.192
H -3.785 4.567 -3.635
H -3.995 5.484 -1.348
H -2.325 4.930 0.369
H 1.194 4.849 -1.836
H 3.509 5.043 -2.655
H 5.289 3.618 -1.706
H 4.744 1.983 0.081
H 2.431 1.787 0.893
C 5.557 0.191 2.705
C 4.496 0.847 3.313
C 3.192 0.438 3.075
C 2.937 -0.643 2.227
C 4.008 -1.301 1.625
C 5.311 -0.883 1.862
P 1.198 -1.127 1.926
C 1.354 -2.424 0.661
C 1.457 -3.774 0.979
C 1.593 -4.718 -0.030
C 1.634 -4.314 -1.358
C 1.534 -2.967 -1.680
C 1.387 -2.026 -0.674
C 0.706 -2.012 3.433
C 1.581 -2.295 4.477
C 1.118 -2.952 5.610
C -0.212 -3.330 5.703
C -1.089 -3.046 4.664
C -0.636 -2.382 3.537
H 6.574 0.515 2.888
H 4.681 1.686 3.972
H 2.368 0.960 3.545
H 3.828 -2.140 0.965
H 6.134 -1.401 1.386
H 1.423 -4.089 2.015
H 1.665 -5.768 0.221
H 1.736 -5.052 -2.144
H 1.551 -2.653 -2.715
H 1.269 -0.976 -0.922
H 2.622 -2.005 4.408
H 1.802 -3.164 6.422
H -0.570 -3.837 6.590
H -2.131 -3.328 4.739
H -1.328 -2.136 2.738
F -4.860 -1.707 -2.169
C -3.841 -1.219 -1.418
C -3.758 0.141 -1.204
C -2.704 0.621 -0.433
C -1.719 -0.207 0.127
C -1.880 -1.578 -0.118
C -2.924 -2.096 -0.880
H -4.506 0.802 -1.624
H -2.679 1.691 -0.250
H -1.170 -2.293 0.283
H -3.028 -3.159 -1.056

Cartesian forces (eV/Å) of the 3 atoms listed first:
-0.3 0.0 0.0
0.1 -0.1 -0.1
0.0 0.3 0.1

- Energy: -110785.2976 eV
- ⟨S²⟩: 6.034
- Charge: 0
- LUMO energy (spin up / spin down): 0.390 / 0.359 eV
- Energy relative to the best compared isomer or geometry (same formula, charge and spin): 14.77 kJ/mol
- Spin multiplicity: 5
- HOMO level (spin up / spin down): -7.57 / -8.24 eV
- Frontier orbital gap (spin up / spin down): 7.964 / 8.595 eV